This record from the OMol25 dataset describes one molecule with the formula C21H32N4O5S2 in a non-equilibrium geometry. The level of theory is ωB97M-V/def2-TZVPD.

The value obtained for the frontier orbital gap is 8.70 eV. The energy above the lowest of the compared OMol25 structures with the same formula, charge and spin is 3.83 kcal/mol. As for the strongest force on any atom: 1.16 eV Å⁻¹. The value obtained for the highest occupied orbital energy is -0.3075 Ha. The value obtained for the LUMO energy is 0.3 eV. Its SMILES is CCCCN(C)CCNC(=O)CN1C(=O)CSc2ccc(S(=O)(=O)N3CCOCC3)cc21. As for the total charge: 0.

XYZ file:
```
64
C21H32N4O5S2 ωB97M-V/def2-TZVPD
S -3.09549 -1.44348 0.79751
S 2.38647 -4.39404 -0.14406
O 3.63608 -1.32401 -1.97075
O -0.24008 0.96094 -2.10004
O -4.19014 -2.36107 0.94461
O -2.75951 -0.59485 1.90513
O -5.52338 1.08681 -1.08330
N 2.01897 1.08450 -2.03906
N 1.77839 2.77013 0.87307
N -3.25578 -0.52186 -0.58082
N 1.50486 -1.83639 -1.45465
C -0.65985 -1.78574 -0.37678
C 2.11776 2.47168 -1.64743
C -5.62320 -0.31816 -1.15446
C 1.56537 0.33202 1.45146
C 0.85764 0.44659 -2.21651
C 1.02651 -1.03872 -2.57462
C -1.40576 -3.62731 0.98435
C 0.79852 -3.64922 0.02780
C -3.18674 0.91944 -0.43250
C 2.21502 0.34518 2.83627
C -4.27503 -0.94673 -1.51722
C 1.05013 4.02178 0.86230
C 0.55844 -2.41971 -0.59786
C 3.29969 -2.82272 -0.14003
C 3.48958 1.17684 2.90226
C -1.61636 -2.38588 0.41406
C -4.57277 1.48613 -0.11924
C 2.70943 2.64917 -0.22668
C 0.87726 1.64358 1.07069
C 2.84647 -1.93452 -1.27202
C -0.18901 -4.25731 0.79147
H 3.13318 -2.33499 0.82359
H -2.18508 -4.07347 1.57978
H -5.95007 -0.72688 -0.18682
H 1.76345 -1.13071 -3.37808
H 0.01616 -5.21751 1.23779
H -3.96536 -0.62887 -2.51790
H 0.78878 -0.43816 1.44375
H 0.55616 4.14766 1.82528
H 1.11281 2.89418 -1.70025
H 2.31095 0.06252 0.69985
H 3.27935 2.20338 2.61904
H -0.87682 -0.82386 -0.80989
H 2.88074 0.56055 -2.14170
H -2.50072 1.13239 0.38588
H -4.33912 -2.03312 -1.47257
H 0.28330 4.07839 0.07617
H 4.35787 -3.04792 -0.25982
H 1.49251 0.73064 3.55740
H -4.87820 1.13344 0.87805
H 0.24546 1.47296 0.18428
H 1.75149 4.84361 0.72530
H -6.37368 -0.53176 -1.91728
H 2.75546 2.98815 -2.37010
H -2.79024 1.33326 -1.36433
H 3.89537 1.16320 3.91130
H 3.32007 3.55556 -0.21872
H 0.06577 -1.43620 -2.90448
H 3.37617 1.80764 -0.02394
H 0.20612 1.91484 1.88990
H 2.44413 -0.68539 3.12444
H -4.56399 2.57702 -0.13656
H 4.24447 0.77636 2.22771
```

=====

This record from the OMol25 dataset describes C21H32N5O8PPtS as an isolated structure in a non-equilibrium geometry. The level of theory is ωB97M-V/def2-TZVPD.

The value obtained for the frontier orbital gap is 7.13 eV. The energy above the lowest of the compared OMol25 structures with the same formula, charge and spin is 2.00 kcal/mol. As for the strongest force on any atom: 1.05 eV Å⁻¹. The value obtained for the highest occupied orbital energy is -0.2849 Ha. The value obtained for the LUMO energy is -0.6 eV. As for the total charge: 0.

XYZ file:
```
69
C21H32N5O8PPtS ωB97M-V/def2-TZVPD
Pt 1.08693 -0.58930 1.38533
S -0.11417 0.00473 -0.50934
P -1.42205 4.15811 0.06704
O 0.00549 4.09541 0.44856
O -2.31519 3.19961 0.97105
O 1.21351 -2.46099 0.65517
O -1.66411 2.32916 -1.90169
O 0.84217 2.32258 4.19436
O 3.22047 -1.88692 -0.16401
O 4.92948 0.38734 0.65752
O 4.37689 -1.02823 2.40668
N 1.60040 -1.08501 3.36867
N 1.14682 1.25982 2.14216
N -3.05716 4.14843 -2.15447
N -4.41505 3.80888 -0.14975
N -3.39127 5.99401 -0.57874
C 2.32473 -6.44881 -2.07798
C 1.33028 -2.84138 -2.78640
C 3.27263 -5.00758 1.31226
C -3.23961 5.58384 -1.97681
C 2.28641 -3.99298 -0.76527
C -4.17370 3.44005 -1.54267
C -4.50204 5.25588 0.00868
C 2.76288 -5.11805 -0.10041
C -2.13896 5.83396 0.15734
C -3.76965 3.06028 0.85360
C 2.28235 -2.66233 -0.06141
C -1.74640 3.70385 -1.68952
C 0.94583 1.31105 3.56920
C -1.75940 -0.22213 0.22938
C 0.88672 -0.08143 4.18376
C 1.83265 -4.07142 -2.08240
C 2.32156 -7.77679 -2.78727
C 2.77707 -6.33680 -0.77076
C 1.57096 2.31534 1.55472
C 1.85732 -5.30571 -2.71778
C 4.65035 -0.31602 1.52867
H -4.58151 5.49736 1.06967
H -1.00079 4.26108 -2.27777
H 3.15035 -7.21763 -0.25834
H 2.10185 -2.06948 -2.81211
H 1.50572 -5.37595 -3.74230
H 3.47568 -5.99157 1.73346
H -5.41169 5.59396 -0.49391
H -4.14376 5.87811 -2.51282
H 1.77240 2.27263 0.49520
H -0.94370 1.91879 -1.37940
H 1.30638 -8.16961 -2.87667
H -1.95534 0.52212 1.00316
H -2.48843 -0.09701 -0.57282
H -4.15729 3.34648 1.83072
H 1.17149 -1.99737 3.47947
H 2.54284 -4.50424 1.94952
H 1.03701 -3.07060 -3.81034
H 2.91713 -8.51326 -2.24829
H 1.75961 3.21689 2.12405
H 1.23373 -0.01935 5.21458
H 4.19407 -4.42213 1.34695
H -5.06535 3.69558 -2.12002
H -1.39007 6.51146 -0.26126
H 0.47331 -2.41105 -2.26462
H -2.39121 6.11370 -2.41347
H -1.86645 -1.22313 0.64332
H -2.27324 6.11406 1.20519
H -3.93078 1.99751 0.67968
H 2.72594 -7.68569 -3.79626
H -4.00009 2.36936 -1.61088
H -0.16934 -0.35861 4.20103
H 2.58635 -1.16290 3.59780
```